Record 1
Molecular formula: C4H8NO
Method: DFT, ωB97M-V/def2-TZVPD

```
! RIJCOSX wB97M-V def2-TZVPD def2/J DEFGRID3
* xyz 1 1
H -1.538 1.021 -0.716
H 2.745 -1.077 0.750
H -0.915 -1.068 -1.684
N -1.034 -0.982 -0.686
O -1.522 0.160 1.175
H -1.799 1.005 1.558
H 1.069 -1.731 1.071
C 1.210 0.169 0.211
H 0.639 2.165 0.387
C -1.247 0.176 -0.100
H -0.919 -1.811 -0.120
C 1.678 -0.928 0.689
C 0.747 1.305 -0.257
H 0.687 1.496 -1.317
*
```

Output
* maximum force: 0.0239 Eh/bohr
* LUMO level: -4.07 eV
* HOMO: -14.457 eV
* orbital gap: 0.3815 Ha
* relative energy (zero: lowest compared OMol25 entry of this formula, charge and spin): 208.4 kJ/mol


Record 2
Molecular formula: C4H8NO
Method: DFT, ωB97M-V/def2-TZVPD

```
! RIJCOSX wB97M-V def2-TZVPD def2/J DEFGRID3
* xyz 1 1
N 2.217 1.107 0.252
H -1.196 -1.213 -1.434
H -2.708 0.425 0.276
H 1.365 1.634 0.063
C 0.074 -0.091 -0.091
H -3.137 -1.189 -0.392
C 1.516 -0.217 -0.395
O 2.163 -1.000 -0.995
H 2.396 0.746 1.299
H -2.279 -1.029 1.195
H -0.007 0.543 0.806
C -1.110 -0.637 -0.585
C -2.403 -0.612 0.174
H 3.110 1.533 -0.174
*
```

Output
* maximum force: 0.0771 Eh/bohr
* LUMO level: -4.94 eV
* HOMO: -14.707 eV
* SMILES: C/C=C/C([NH3+])=O
* orbital gap: 0.3591 Ha
* relative energy (zero: lowest compared OMol25 entry of this formula, charge and spin): 156.1 kJ/mol


Record 3
Molecular formula: C4H8NO
Method: DFT, ωB97M-V/def2-TZVPD

```
! RIJCOSX wB97M-V def2-TZVPD def2/J DEFGRID3
* xyz 1 1
N -0.002 -0.219 -0.985
H -0.446 -0.774 1.707
C -1.213 -0.018 -0.156
H 2.557 0.080 -0.763
O -2.080 -1.069 -0.150
C 0.753 0.039 0.245
H -0.291 1.002 1.979
H -2.644 -1.068 -0.893
C -0.330 0.211 1.166
H -1.591 0.920 -0.419
H 0.147 0.301 -1.791
H 0.139 -1.275 -1.329
C 2.077 0.209 0.224
H 2.632 0.586 1.051
*
```

Output
* maximum force: 0.1122 Eh/bohr
* LUMO level: -3.57 eV
* HOMO: -14.701 eV
* orbital gap: 0.4089 Ha
* relative energy (zero: lowest compared OMol25 entry of this formula, charge and spin): 198.2 kJ/mol


Record 4
Molecular formula: C4H8NO
Method: DFT, ωB97M-V/def2-TZVPD

```
! RIJCOSX wB97M-V def2-TZVPD def2/J DEFGRID3
* xyz 1 3
H -1.933 1.208 0.704
C -0.065 -1.086 -0.580
H -1.843 -1.324 0.653
H 1.717 -0.887 -2.798
H -0.253 2.063 1.302
O 0.906 -0.440 -0.889
C 1.694 -0.186 -2.020
C -1.050 1.232 1.486
C -0.747 -1.100 0.852
H -0.371 -2.040 1.359
H 1.153 0.696 -2.452
N -0.310 0.039 1.614
H -1.639 1.627 2.460
H 2.742 0.199 -1.690
*
```

Output
* maximum force: 0.0927 Eh/bohr
* LUMO level (alpha / beta): -5.52 / -7.07 eV
* HOMO (alpha / beta): -13.834 / -14.369 eV
* orbital gap (alpha / beta): 0.3055 / 0.2682 Ha
* relative energy (zero: lowest compared OMol25 entry of this formula, charge and spin): 221.7 kJ/mol